[1]
Molecular formula: C2H3OY
Method: DFT, the ωB97M-V functional and the def2-TZVPD basis

energy above the lowest of the compared OMol25 structures with the same formula, charge and spin = 0.0 kcal per mole
HOMO level (alpha / beta) = -18.05 / -16.57 eV
Kohn-Sham gap (alpha / beta) = 6.732 / 5.364 eV
charge = +2
calculated total energy = -5191.4000 eV

Each line ends with the Löwdin charge.
Cartesian coordinates (Å):
1 H -0.35 1.41 -0.59  0.151
2 O -0.40 -0.61 -0.99  -0.317
3 C -0.29 0.40 -0.14  -0.247
4 C 0.38 0.37 1.03  0.178
5 H 0.38 1.25 1.67  0.112
6 H 0.80 -0.56 1.43  0.101
7 Y -0.51 -2.25 -2.41  2.021

***

[2]
Molecular formula: C2H3P
Method: DFT, the ωB97M-V functional and the def2-TZVPD basis

structure (SMILES) = C#CP
energy above the lowest of the compared OMol25 structures with the same formula, charge and spin = 21.3 kcal per mole
HOMO level = -10.14 eV
Kohn-Sham gap = 10.863 eV
calculated total energy = -11407.8163 eV

Each line ends with the Löwdin charge.
Cartesian coordinates (Å):
1 C -1.61 0.49 -0.08  -0.057
2 C -0.43 0.41 0.07  -0.380
3 P 1.66 0.32 -0.02  0.730
4 H -2.62 0.33 0.12  -0.005
5 H 1.48 -0.75 -0.94  -0.147
6 H 1.52 -0.80 0.85  -0.141

***

[3]
Molecular formula: C2H3P
Method: DFT, the ωB97M-V functional and the def2-TZVPD basis

energy above the lowest of the compared OMol25 structures with the same formula, charge and spin = 89.2 kcal per mole
HOMO level (alpha / beta) = -9.25 / -9.27 eV
Kohn-Sham gap (alpha / beta) = 8.220 / 8.615 eV
calculated total energy = -11404.8697 eV

Each line ends with the Löwdin charge.
Cartesian coordinates (Å):
1 C 0.44 0.49 -0.19  -0.610
2 C -0.51 -0.47 0.34  -0.505
3 P -1.01 1.00 -0.76  0.834
4 H 2.30 1.11 -0.62  0.177
5 H -0.49 -1.52 -0.16  0.070
6 H -0.72 -0.62 1.39  0.033

***

[4]
Molecular formula: C2H3PS3
Method: DFT, the ωB97M-V functional and the def2-TZVPD basis

energy above the lowest of the compared OMol25 structures with the same formula, charge and spin = 82.9 kcal per mole
HOMO level (alpha / beta) = -7.54 / -7.87 eV
Kohn-Sham gap (alpha / beta) = 6.036 / 6.363 eV
calculated total energy = -43911.9120 eV

Each line ends with the Löwdin charge.
Cartesian coordinates (Å):
1 C -0.22 -0.07 -1.00  -0.732
2 C 0.40 -1.17 -0.20  -0.629
3 P -0.51 2.18 0.33  0.450
4 S -1.49 -0.56 -1.88  0.589
5 S 0.18 -2.89 -0.94  0.383
6 S -1.73 -2.68 -1.29  0.125
7 H 1.41 -0.97 0.09  0.073
8 H -0.01 -0.96 0.69  0.023
9 H -0.36 2.69 -1.04  -0.282

***

[5]
Molecular formula: C2H3Tb
Method: DFT, the ωB97M-V functional and the def2-TZVPD basis

2S+1 = 8
energy above the lowest of the compared OMol25 structures with the same formula, charge and spin = 41.4 kcal per mole
HOMO level (alpha / beta) = -12.88 / -14.04 eV
Kohn-Sham gap (alpha / beta) = 7.029 / 8.243 eV
charge = +1
calculated total energy = -24544.5649 eV

Each line ends with the Mulliken spin population.
Cartesian coordinates (Å):
1 C 0.50 -0.50 0.87  0.149
2 H 0.91 -0.89 1.81  0.068
3 C -0.02 0.59 0.41  0.229
4 H -0.32 1.58 0.79  0.065
5 H -0.72 0.37 -2.52  -0.034
6 Tb -0.35 -1.14 -1.35  6.523

***

[6]
Molecular formula: C2H40NO16S
Method: DFT, the ωB97M-V functional and the def2-TZVPD basis

2S+1 = 2
HOMO level (alpha / beta) = -2.24 / -9.52 eV
Kohn-Sham gap (alpha / beta) = 2.311 / 9.507 eV
calculated total energy = -47806.0283 eV

Each line ends with the Mulliken spin population.
Cartesian coordinates (Å):
1 C -0.89 -4.36 -0.49  0.035
2 C -1.52 -3.49 -1.53  0.143
3 S -0.56 -3.44 -3.10  -0.006
4 N 0.51 -4.01 -0.05  0.329
5 H -0.97 -5.39 -0.89  -0.033
6 H -1.44 -4.67 0.40  -0.048
7 H -1.75 -2.46 -1.27  -0.009
8 H -2.54 -3.86 -1.67  0.018
9 H -0.09 -4.67 -2.96  -0.011
10 H 0.61 -2.96 -0.02  -0.048
11 H 1.13 -4.42 -0.74  -0.045
12 H 0.70 -4.48 0.83  -0.055
13 H -0.74 5.93 0.79  -0.004
14 H -0.56 5.83 -0.73  -0.006
15 O -1.23 5.83 -0.04  0.100
16 H 2.93 -1.16 0.13  0.101
17 H 2.72 -2.01 1.48  0.093
18 O 2.30 -1.69 0.67  -0.403
19 H -2.31 2.57 0.36  0.037
20 H -1.65 2.83 1.91  -0.001
21 O -1.59 2.67 0.97  0.040
22 H -2.57 -1.24 1.28  0.033
23 H -1.82 -0.53 2.51  -0.009
24 O -2.49 -1.16 2.24  0.051
25 H 1.99 2.98 0.04  -0.059
26 H 0.86 2.02 0.11  -0.002
27 O 1.56 2.29 -0.50  0.295
28 H 1.88 0.45 -1.80  -0.032
29 H 0.39 0.61 -2.18  0.034
30 O 1.13 -0.02 -2.18  0.078
31 H -2.49 -2.27 4.85  -0.011
32 H -2.60 -2.75 3.28  -0.012
33 O -2.27 -2.91 4.18  0.002
34 H -2.68 0.39 -1.00  0.017
35 H -4.02 -0.24 -0.42  -0.017
36 O -3.12 -0.41 -0.69  0.076
37 H -2.39 4.94 -2.52  -0.015
38 H -1.66 4.48 -3.81  -0.005
39 O -2.05 4.18 -2.99  0.040
40 H 4.49 2.10 -3.61  0.002
41 H 3.53 2.08 -2.41  0.004
42 O 4.35 1.70 -2.75  -0.010
43 H -0.48 1.97 -1.10  0.000
44 H -1.25 2.01 -2.34  0.029
45 O -1.05 1.39 -1.63  0.033
46 H -1.02 -3.73 3.31  0.025
47 H -0.80 -5.30 3.13  0.012
48 O -0.68 -4.44 2.72  -0.098
49 H 0.15 4.81 3.44  -0.026
50 H 0.63 3.94 2.34  -0.007
51 O 0.11 4.74 2.48  0.043
52 H 3.89 -0.64 -1.97  -0.003
53 H 4.80 -0.11 -0.84  -0.031
54 O 3.90 -0.37 -1.04  0.072
55 H 2.88 2.41 2.10  0.030
56 H 2.90 4.00 2.33  0.062
57 O 2.65 3.27 1.75  -0.208
58 H 0.14 -0.96 0.65  0.001
59 H 0.31 -0.89 -0.84  -0.151
60 O -0.16 -1.41 -0.15  0.528